ORCA calculation (ωB97M-V/def2-TZVPD) on a cluster of 7 separate species, CH16O7 in total at a distorted geometry.

Orbital gap = 7.1692 eV
LUMO level = -0.0030 hartree
Energy relative to the best compared isomer or geometry (same formula, charge and spin) = 439.6 kJ/mol

```
! RIJCOSX wB97M-V def2-TZVPD def2/J DEFGRID3
* xyz 0 1
O 27.68 38.41 51.75
H 26.15 35.84 53.38
H 28.71 38.34 51.47
H 26.41 39.87 48.94
H 30.66 37.29 49.22
H 27.12 37.55 51.74
H 29.49 36.66 50.35
O 27.02 36.03 53.05
H 25.41 36.60 50.50
H 26.62 35.79 50.95
H 25.47 40.61 52.41
O 26.96 40.10 49.77
H 25.11 40.31 53.80
C 29.78 37.52 49.91
H 27.86 35.38 53.22
H 29.03 38.08 49.32
H 27.83 40.55 49.66
O 30.37 38.18 50.99
O 26.32 36.52 50.60
H 30.52 41.16 49.38
O 29.65 40.89 49.64
O 25.25 39.77 52.99
H 27.27 38.83 51.04
H 29.87 39.93 50.01
*
```

---

ORCA calculation (ωB97M-V/def2-TZVPD) on an isolated molecule of C3HCl3OS at a distorted geometry.

Orbital gap = 7.9354 eV
LUMO level = -0.0534 hartree
SMILES string = OC(=S)C(Cl)=C(Cl)Cl
Energy relative to the best compared isomer or geometry (same formula, charge and spin) = 150.1 kJ/mol

```
! RIJCOSX wB97M-V def2-TZVPD def2/J DEFGRID3
* xyz 0 1
Cl 0.23 2.67 1.45
C 0.09 0.97 1.01
O -0.37 -1.93 -0.02
Cl 1.86 1.50 -0.89
Cl -1.18 0.13 2.03
S -0.50 -0.62 -2.25
C 0.72 0.44 -0.03
H -1.10 -2.42 -0.54
C 0.24 -0.74 -0.75
*
```

---

ORCA calculation (ωB97M-V/def2-TZVPD) on a structure of composition C14H8F42Li3N7O32S14 at a distorted geometry.

Orbital gap = 4.4124 eV
LUMO level = 0.0303 hartree

```
! RIJCOSX wB97M-V def2-TZVPD def2/J DEFGRID3
* xyz -4 1
O 0.61 -9.30 -3.00
F -11.17 2.42 1.68
F 2.86 2.34 -5.05
O -1.55 -0.61 2.31
H -1.75 -8.12 1.09
F -3.41 -0.61 -5.89
H -10.40 -3.80 2.52
S 0.42 -3.22 1.12
S -13.08 6.62 -0.89
F 8.40 3.14 3.37
O -3.56 2.20 10.39
S 8.90 7.40 5.04
F -10.20 2.95 -0.30
F -4.65 3.95 8.06
Li -0.94 3.09 5.10
S -1.70 -1.98 1.83
O -1.66 -4.51 9.40
O -14.44 6.14 -0.63
N -11.89 5.64 -0.72
F 9.36 -1.76 -7.36
O 0.94 -2.66 2.40
F 2.22 -1.69 -0.24
O 10.29 7.45 5.58
F -2.40 -8.77 -6.75
F -3.33 -6.88 -6.12
C -13.08 6.92 -2.84
F -12.04 7.62 -3.13
H -2.05 -3.94 8.73
O -2.59 -8.57 1.15
C -2.13 -7.47 -6.40
O -0.54 -10.27 -4.91
N 11.33 0.04 -6.09
F 6.64 3.28 4.54
N -0.69 -2.39 0.42
O 6.36 6.34 3.36
S 11.95 -0.73 -7.54
O -0.94 0.74 10.41
F -0.68 4.44 9.37
C 1.94 1.56 -5.57
O -13.20 4.79 1.47
O 11.00 -2.40 -5.44
O -1.72 -3.07 2.75
F 6.57 3.56 2.36
F 6.39 7.99 6.10
S 0.49 -9.40 -4.43
F 3.00 -3.63 0.25
O 8.68 8.33 3.91
F -4.43 2.41 6.59
C 10.31 -1.67 -8.25
S -3.32 1.72 9.00
C 7.27 3.78 3.43
F 2.53 -11.17 -4.20
C -4.70 2.59 7.91
S 0.25 2.05 -4.84
F -1.76 3.67 11.05
F -3.39 -1.31 -0.16
C 1.87 -2.98 -0.11
N 0.47 -8.01 -5.16
Li 2.50 -5.85 -6.75
F -1.44 -6.87 -7.35
S 7.68 5.67 3.48
F 9.31 -1.54 -3.43
F 9.86 -1.02 -9.28
S -12.50 4.37 0.22
F -5.97 2.21 8.25
F -2.13 -0.62 -7.74
O -0.92 -5.89 -4.44
H 2.26 1.74 3.34
O -10.61 -3.41 3.36
C -2.90 0.13 -6.90
O 2.07 2.28 4.11
F 1.88 -10.89 -6.25
F 1.46 -3.38 -1.30
F -3.91 0.68 -7.56
N 8.27 5.75 4.97
O -3.46 0.28 8.81
H 2.35 1.74 4.85
F -3.80 -3.36 0.73
F -10.19 4.30 1.43
O -1.36 2.16 -7.50
O -2.60 2.46 -5.39
S -0.76 1.75 9.44
F -14.21 7.58 -3.14
C 10.19 -0.51 -3.66
F -4.33 -1.61 1.89
H -10.66 -2.47 3.18
F 9.49 0.58 -4.02
H -2.96 -8.52 0.27
C -10.94 3.44 0.78
O -0.03 3.41 -5.35
C -0.66 3.52 10.33
S -1.02 -7.32 -4.70
F 10.83 -0.28 -2.56
O 0.45 1.91 -3.36
S -1.82 1.53 -6.25
N -0.75 0.77 -5.43
H -1.97 -4.16 10.23
O 0.25 -4.69 1.04
F 0.49 3.62 10.97
F -13.00 5.78 -3.50
F 1.83 1.74 -6.90
F 7.90 9.35 6.60
O -13.29 3.38 -0.51
C -3.43 -2.05 0.98
F 3.07 -9.29 -5.28
F 7.87 7.44 7.56
O 8.66 5.96 2.42
O 12.19 0.41 -8.42
F 10.70 -2.92 -8.72
O -12.84 7.95 -0.29
N -2.00 2.15 8.31
O 0.57 1.56 8.82
C 7.68 8.06 6.44
C 2.14 -10.21 -5.10
F 2.24 0.28 -5.24
O -1.76 -8.03 -3.70
O 13.06 -1.67 -7.38
O 12.83 -1.05 -4.37
Li -0.97 -1.50 -2.66
S 11.46 -1.08 -5.04
*
```

---

ORCA calculation (ωB97M-V/def2-TZVPD) on a structure of composition C34H57AsB2IrN7S3 at a distorted geometry.

Orbital gap (spin up / spin down) = 5.2919 / 5.2833 eV
LUMO level (spin up / spin down) = -0.3105 / -0.3109 hartree

```
! RIJCOSX wB97M-V def2-TZVPD def2/J DEFGRID3
* xyz 2 1
C 2.91 -2.42 2.84
C 0.90 -2.97 -2.46
H -2.87 6.59 -1.92
N 1.75 0.46 0.97
H 5.51 1.98 2.93
H 4.21 -3.89 3.71
C -0.23 -2.75 -1.65
S -0.79 2.94 0.75
C -2.57 -3.13 -0.89
H -1.91 -3.51 -3.62
H 4.34 3.21 2.43
N 0.47 1.56 -2.97
C 4.80 2.27 2.15
H -1.13 -1.96 4.81
H 2.21 -1.76 4.79
C -1.73 -4.31 -2.92
H -0.14 6.26 -0.53
H 2.23 5.45 -2.91
C -2.41 1.43 2.31
H -4.10 -2.52 1.73
N -0.33 -1.67 -0.91
H -1.40 7.48 -2.34
C 4.27 -2.86 3.38
C -2.19 -2.09 4.57
H 1.57 0.48 -5.85
As -0.57 4.42 -2.21
N 1.87 -0.71 1.56
H -3.63 0.11 3.44
H -3.17 3.25 -1.04
H -0.98 -4.98 -3.33
H 0.48 4.58 -4.50
H -3.86 2.37 -2.41
H -2.65 -4.89 -2.82
H -1.57 -5.66 -0.53
C 1.73 -0.88 -1.68
H 5.35 2.43 1.22
H -2.94 4.61 -3.13
C -0.79 -4.92 -0.68
H -0.02 1.32 -6.27
N 0.63 -0.77 -0.89
H 0.96 -3.86 -3.07
H -2.55 -2.98 5.08
C -3.06 2.70 2.74
H 1.26 6.91 -2.65
C -2.94 2.77 -1.99
S 2.52 2.91 0.26
C -1.07 5.85 -0.93
C 3.14 -2.18 -3.30
H -0.52 6.01 -4.17
N -0.74 0.31 1.01
H -4.07 -3.60 3.12
H -3.30 -3.90 -0.65
C 2.47 -3.38 1.73
C 1.49 6.12 -3.36
H 3.99 -2.37 -2.64
H -2.28 -2.60 0.01
H 5.04 -2.80 2.61
H -0.45 -4.56 0.29
C 2.92 -1.02 2.28
C 3.92 -0.05 2.51
H -1.32 -4.12 3.36
C 3.79 1.20 1.96
H -1.61 5.39 -0.11
C 0.24 5.34 -3.75
H 0.93 -2.07 3.62
B 0.45 0.58 -5.46
H -2.03 -3.97 1.77
H 2.36 -4.39 2.13
H -0.20 -0.42 -5.40
B 0.49 0.42 0.05
H -2.74 -1.24 4.96
H -3.02 -2.42 -1.58
H -2.07 3.27 -3.90
N -1.07 -0.85 1.53
H 1.94 6.58 -4.24
H -4.03 2.52 3.19
H -2.26 1.93 -1.80
H 1.51 -3.06 1.32
H 0.05 -5.40 -1.17
C -1.52 -3.42 2.55
H -0.57 -3.07 2.17
Ir 0.46 2.28 -1.16
H -4.53 -1.93 3.34
C -2.39 -2.26 3.05
S 2.84 0.39 -1.78
H 4.78 -0.28 3.12
C 1.89 -2.42 3.98
H 3.20 -3.40 0.93
C 0.46 1.19 -4.08
C -1.92 6.96 -1.54
H -3.17 3.38 1.90
H 1.77 -3.42 4.39
H -2.43 3.20 3.47
C -2.28 3.76 -2.95
H 3.34 -1.26 -3.84
C -2.05 -0.95 2.39
C -2.79 0.20 2.77
C 2.66 1.44 1.12
C 1.90 -2.04 -2.48
H 4.58 -2.26 4.24
C -3.87 -2.59 2.79
C -1.33 1.46 1.39
C -1.34 -3.77 -1.54
H -2.14 7.70 -0.76
H 3.06 -3.01 -4.00
*
```

---

ORCA calculation (ωB97M-V/def2-TZVPD) on an isolated molecule of C14H22N2O4S at a distorted geometry.

Orbital gap = 9.1487 eV
LUMO level = 0.0242 hartree
SMILES string = C=CCN(Cc1cccc(OC)c1OC)S(=O)(=O)N(C)C
Energy relative to the best compared isomer or geometry (same formula, charge and spin) = 373.2 kJ/mol

```
! RIJCOSX wB97M-V def2-TZVPD def2/J DEFGRID3
* xyz 0 1
H -1.70 -2.35 0.68
O 2.10 -2.87 2.34
C 2.08 3.37 -0.35
H -1.44 3.52 -3.51
C -1.80 0.81 0.78
O 1.49 2.13 -0.02
C -0.44 1.06 0.80
C 0.44 0.30 1.75
H -1.64 4.83 -2.31
O 0.24 -1.83 3.57
H 2.30 -1.95 0.28
H 0.64 -2.28 -3.04
C -2.62 1.48 -0.12
S 0.80 -2.29 2.34
N 0.71 -1.03 1.24
H -2.72 2.88 -1.72
C 0.85 -1.33 -1.18
H -0.03 -0.71 -1.29
C 1.20 -2.18 -2.13
C -0.92 4.19 -2.83
H 1.29 -4.48 0.90
H -0.06 0.15 2.71
H 0.13 -3.83 -0.29
H -2.21 0.11 1.48
C -0.70 2.63 -1.03
H -1.82 -2.35 2.46
H 3.07 3.35 0.11
C -1.59 -2.95 1.59
C 0.24 -4.29 0.69
O -0.11 3.49 -1.92
H -0.23 4.82 -3.40
H 2.18 -0.20 0.02
N -0.25 -3.44 1.75
C -2.07 2.38 -1.02
C 1.60 -1.13 0.10
H 1.38 0.84 1.92
H -3.68 1.29 -0.13
H -0.31 -5.23 0.71
H 2.07 -2.80 -2.03
C 0.13 1.98 -0.10
H -2.28 -3.80 1.54
H 1.51 4.21 0.07
H 2.17 3.51 -1.43
*
```

---

ORCA calculation (ωB97M-V/def2-TZVPD) on an isolated molecule of C3H5F3OSi at a distorted geometry.

Orbital gap = 9.8360 eV
LUMO level = 0.0063 hartree
SMILES string = C[SiH2]C(=O)C(F)(F)F
Energy relative to the best compared isomer or geometry (same formula, charge and spin) = 46.6 kJ/mol

```
! RIJCOSX wB97M-V def2-TZVPD def2/J DEFGRID3
* xyz 0 1
Si -1.11 -0.84 0.29
H -2.45 1.14 -0.17
C -1.43 0.76 -0.53
H -0.80 1.40 0.10
H -1.66 -1.95 -0.31
O 1.41 -2.15 -0.15
F 2.97 0.15 0.19
C 0.78 -1.16 0.01
F 1.55 1.07 -0.99
H -1.21 0.84 -1.63
H -1.14 -0.65 1.82
F 1.42 1.03 1.26
C 1.66 0.35 0.13
*
```

---

ORCA calculation (ωB97M-V/def2-TZVPD) on an isolated molecule of CH3O3PS2 at a distorted geometry.

Orbital gap (spin up / spin down) = 7.2521 / 7.2556 eV
LUMO level (spin up / spin down) = -0.0478 / -0.0478 hartree
Energy relative to the best compared isomer or geometry (same formula, charge and spin) = 19.4 kJ/mol

```
! RIJCOSX wB97M-V def2-TZVPD def2/J DEFGRID3
* xyz 0 1
O 0.16 -2.58 -0.29
S -0.10 -2.20 1.13
S -0.59 -0.20 1.26
P 2.20 1.23 0.25
O 1.21 0.38 1.14
H -2.15 0.41 -0.39
O 1.57 1.93 -0.86
H -0.79 -0.35 -1.20
H -0.41 1.13 -0.62
C -1.11 0.25 -0.43
*
```

---

ORCA calculation (ωB97M-V/def2-TZVPD) on a structure of composition C44H94F6N5O10PS2V at a distorted geometry.

Orbital gap (spin up / spin down) = 5.3096 / 6.8067 eV
LUMO level (spin up / spin down) = -0.1620 / -0.1621 hartree

```
! RIJCOSX wB97M-V def2-TZVPD def2/J DEFGRID3
* xyz 2 4
H 6.64 3.44 -1.19
H -5.70 -4.28 -0.21
H 1.19 1.83 -3.76
H -4.65 -0.61 -0.65
H 2.98 4.56 0.93
H 5.46 -0.46 1.49
O -0.31 -2.06 -5.47
H -0.58 3.62 1.09
H 0.66 -5.23 5.61
N -0.93 2.30 -3.99
C -2.99 2.82 1.10
H 0.37 -4.76 3.06
H -3.05 2.90 4.00
C -3.73 -4.52 0.73
C 1.06 3.87 -4.45
C -3.02 0.69 3.74
H -1.54 4.12 -4.43
H -1.53 2.29 4.29
H -3.35 -4.33 -2.20
C -7.10 -0.38 -1.61
V 1.22 -1.95 -1.71
H -1.95 0.71 -4.79
H -0.92 6.87 2.72
H -3.82 2.93 -4.07
C -0.49 5.94 2.35
H -3.72 -1.97 -3.50
H 0.84 -2.92 6.44
C -3.16 -1.75 -2.59
H 4.65 -1.74 4.11
C 0.82 -2.26 2.28
H 1.56 -5.93 3.29
C 4.95 2.02 -1.63
C 1.30 -4.92 3.60
O -0.51 -0.85 -1.41
H 1.37 -1.11 4.52
C -2.01 2.36 -2.84
H 5.64 1.18 -1.60
H -3.32 -0.50 1.96
H 3.14 1.22 4.22
H 0.85 -2.69 1.28
H -0.08 -2.72 2.68
H -1.62 0.73 0.75
H 2.71 -1.88 5.10
H -1.98 3.17 -5.79
H -4.15 -2.67 1.38
H -0.08 -3.02 4.93
C 2.43 -4.00 2.90
H -4.26 2.22 -1.24
F 4.43 -5.54 -0.68
H 0.46 5.81 2.89
H 3.43 -4.22 3.28
H 2.98 2.69 5.15
H -4.90 -3.58 -2.53
H -3.60 1.93 0.94
C -3.25 -3.13 0.98
C -1.15 3.36 -5.11
H -0.35 5.84 1.28
H -2.88 -0.05 4.53
H -7.47 -0.59 -0.61
F 0.59 -5.78 -5.24
H 0.97 4.85 -3.99
H -6.77 -2.32 -2.03
C -4.35 2.84 -2.14
H 3.83 1.16 1.92
C -6.17 -1.41 -1.95
H 0.02 3.02 2.67
H -6.67 0.61 -1.80
H 0.60 -1.20 2.17
H 0.52 3.01 -2.59
C -0.84 3.42 2.13
C -2.76 -2.38 -0.20
H -2.13 -2.06 -2.74
C 0.55 2.71 -3.64
C 2.70 3.91 0.10
H -2.01 -1.02 2.88
C -1.32 4.73 2.81
H -3.99 3.85 -1.99
C 5.19 -4.39 -0.60
C 2.64 2.18 4.24
H -2.44 3.08 0.19
C 3.21 -1.58 2.53
H -2.31 5.13 2.61
H -1.90 1.39 -2.36
H 2.61 3.81 2.88
C 5.66 -0.74 2.52
H -2.33 -1.39 -0.02
C -3.49 2.26 -3.28
C 0.16 3.99 -5.63
H -0.52 0.14 -3.90
H 5.13 4.07 0.97
H -2.95 -5.24 0.51
H -2.59 -3.07 1.85
H -5.55 -1.87 0.05
H 5.73 2.43 0.97
H -1.67 3.13 -2.15
C 5.56 3.30 -1.12
H 4.17 3.20 3.31
C 0.91 -3.15 5.38
H -5.41 2.88 -2.40
H -3.72 1.22 -3.51
H 1.68 3.55 0.16
H -3.23 -0.69 -2.32
C 4.60 -1.72 3.02
F 0.47 -4.38 -6.86
H 4.95 -2.72 2.75
H 3.59 0.76 -0.37
H 5.49 0.22 3.02
H 2.27 1.59 1.39
O 1.58 -0.69 -0.10
O 0.29 1.71 -0.57
H -4.93 -5.59 -0.86
H -7.96 -0.35 -2.29
C -4.19 -3.82 -1.74
O 4.59 -3.97 -3.29
N -1.99 2.35 2.12
H -3.52 3.69 1.48
H 3.09 -1.70 1.45
O 0.37 -2.91 -3.38
H 2.56 -4.00 1.82
H -0.27 0.90 -5.44
H -0.56 0.64 2.30
C -2.47 -0.10 2.51
C 3.21 2.03 1.70
C 1.33 -4.55 5.09
O -1.60 -3.87 -4.33
H 2.26 -4.94 5.51
H 6.68 -1.09 2.67
C -2.38 2.13 3.62
S 4.57 -3.15 -2.07
O 3.22 -2.61 -1.68
C -0.91 0.92 -4.55
H 5.16 4.23 -1.51
H -4.09 0.89 3.76
P 0.59 0.23 -0.93
H 3.01 4.40 -0.83
H -0.11 5.03 -5.82
C 3.67 1.78 -0.76
F 6.50 -4.57 -0.74
S -0.32 -3.27 -4.58
C -1.51 0.88 1.82
C 5.19 3.16 0.37
N -3.83 -2.36 -1.34
H -5.77 -1.26 -2.95
C 3.18 2.89 3.00
F 2.02 -4.22 -5.33
H 2.14 3.71 -4.47
F 4.97 -3.82 0.57
C -4.70 -4.58 -0.53
N 3.71 2.77 0.42
H 2.81 2.14 -1.32
C -5.10 -1.58 -0.90
C 1.77 -2.12 4.61
H -4.23 -4.86 1.63
N 2.11 -2.51 3.11
H 1.55 2.10 4.18
C 0.80 -4.55 -5.56
H 2.73 -0.63 2.79
H 4.68 1.96 -2.68
O 1.30 -0.04 -2.31
H 0.59 3.56 -6.54
H -1.97 -3.03 -0.57
H -1.13 4.57 3.88
O 5.61 -2.09 -2.19
*
```